No. 1
Entry from the OMol25 dataset: a structure of composition C28H53MnO2PSe2Si2 in a non-equilibrium geometry (wB97M-V/def2-TZVPD).

Properties
ΔE to the lowest compared entry with this formula, charge and spin in kJ/mol: 0.0
Frontier orbital gap (spin up / spin down) in eV: 6.85 / 8.56
Multiplicity: 5
Total energy in eV: -221043.065
Charge: +1
E_HOMO (spin up / spin down) in eV: -9.93 / -10.44

Element x y z (Å)
O1 -0.471 -1.083 -3.067
O2 0.724 0.766 -4.234
C1 0.273 -2.396 -3.382
C2 -0.518 -3.516 -2.764
H1 1.263 -2.254 -2.936
H2 0.339 -2.446 -4.478
H3 -0.621 -3.388 -1.679
H4 0.001 -4.466 -2.921
H5 -1.508 -3.615 -3.223
C3 -1.858 -0.927 -3.694
C4 -1.829 -1.123 -5.179
H6 -2.159 0.078 -3.382
H7 -2.469 -1.665 -3.173
H8 -1.073 -0.482 -5.644
H9 -2.801 -0.834 -5.585
H10 -1.654 -2.170 -5.452
C5 0.271 2.137 -4.097
C6 2.026 0.596 -4.836
C7 -0.695 2.514 -5.187
H11 1.161 2.780 -4.112
H12 -0.194 2.212 -3.108
H13 -0.215 2.492 -6.170
H14 -1.029 3.540 -5.009
H15 -1.580 1.867 -5.204
C8 1.988 0.762 -6.340
H16 2.366 -0.404 -4.554
H17 2.711 1.327 -4.382
H18 1.168 0.201 -6.807
H19 2.929 0.383 -6.749
H20 1.908 1.815 -6.622
H21 0.104 -0.272 -3.423
Mn1 0.168 -0.019 1.033
C9 1.462 -0.013 -0.563
Si1 3.297 0.476 -0.334
H22 1.360 -1.061 -0.913
H23 0.973 0.621 -1.330
C10 4.282 -0.683 -1.468
C11 4.104 0.394 1.350
C12 3.505 2.259 -0.910
C13 -1.565 -0.919 0.399
Si2 -3.202 0.047 0.311
H24 -1.656 -1.815 1.051
H25 -1.294 -1.335 -0.599
C14 -4.357 -0.794 -0.949
C15 -2.872 1.763 -0.405
C16 -4.290 0.094 1.853
H26 2.894 2.468 -1.798
H27 4.559 2.468 -1.149
H28 3.192 2.944 -0.110
H29 3.968 -1.725 -1.299
H30 5.358 -0.613 -1.250
H31 4.120 -0.446 -2.530
H32 3.938 -0.567 1.855
H33 3.726 1.181 2.011
H34 5.191 0.526 1.240
H35 -3.356 1.840 -1.391
H36 -1.806 1.986 -0.547
H37 -3.295 2.549 0.233
H38 -5.206 0.663 1.628
H39 -3.829 0.553 2.739
H40 -4.606 -0.921 2.134
H41 -5.381 -0.416 -0.824
H42 -4.386 -1.881 -0.798
H43 -4.062 -0.604 -1.988
Se1 1.486 -1.177 2.780
P1 0.069 0.010 4.011
Se2 -1.187 1.262 2.650
C17 -0.783 -1.246 5.015
C18 -1.437 -2.296 4.343
C19 -1.902 -3.401 5.053
C20 -1.740 -3.461 6.446
C21 -1.097 -2.416 7.114
C22 -0.598 -1.317 6.408
C23 0.795 1.187 5.172
C24 -0.087 1.866 6.036
C25 0.395 2.917 6.817
C26 1.744 3.287 6.741
C27 2.615 2.595 5.889
C28 2.148 1.539 5.105
H44 -1.547 -2.251 3.256
H45 -2.389 -4.218 4.524
H46 -2.111 -4.324 6.999
H47 -0.972 -2.458 8.196
H48 -0.072 -0.523 6.940
H49 -1.138 1.572 6.093
H50 -0.283 3.445 7.486
H51 2.115 4.114 7.346
H52 3.666 2.882 5.835
H53 2.818 0.964 4.456

Population analysis type Löwdin, resulting atomic charges in e: -0.114, -0.230, -0.117, -0.046, 0.123, 0.125, 0.091, 0.100, 0.086, -0.132, -0.051, 0.127, 0.109, 0.072, 0.104, 0.089, -0.210, -0.216, -0.054, 0.130, 0.122, 0.076, 0.094, 0.074, -0.057, 0.117, 0.125, 0.085, 0.090, 0.080, 0.096, 0.226, -0.352, 0.420, -0.013, -0.018, -0.189, -0.237, -0.184, -0.350, 0.378, 0.009, -0.019, -0.192, -0.202, -0.217, 0.007, 0.038, 0.034, 0.027, 0.033, 0.010, -0.035, 0.019, 0.042, 0.025, 0.007, 0.035, 0.039, -0.030, 0.037, 0.037, 0.033, -0.005, 0.451, 0.331, 0.475, -0.393, -0.110, -0.067, -0.065, -0.067, -0.073, -0.431, -0.116, -0.064, -0.063, -0.066, -0.085, 0.081, 0.109, 0.110, 0.111, 0.101, 0.115, 0.111, 0.110, 0.110, 0.081



No. 2
Entry from the OMol25 dataset: a structure of composition C28H53O2PPdSe2Si2 in a non-equilibrium geometry (wB97M-V/def2-TZVPD).

Properties
ΔE to the lowest compared entry with this formula, charge and spin in kJ/mol: 0.0
Frontier orbital gap (spin up / spin down) in eV: 6.80 / 5.82
Multiplicity: 3
Total energy in eV: -193207.414
E_HOMO (spin up / spin down) in eV: -6.49 / -7.71

Element x y z (Å)
O1 -0.581 -1.882 -0.400
O2 -2.661 -0.448 -4.545
C1 0.436 -2.618 -1.082
C2 1.039 -3.762 -0.289
H1 1.203 -1.863 -1.307
H2 0.011 -3.012 -2.022
H3 1.298 -3.463 0.727
H4 1.950 -4.090 -0.799
H5 0.371 -4.627 -0.251
C3 -1.723 -2.634 0.038
C4 -2.681 -3.021 -1.075
H6 -2.212 -1.953 0.751
H7 -1.412 -3.541 0.587
H8 -2.941 -2.166 -1.707
H9 -3.600 -3.397 -0.613
H10 -2.271 -3.819 -1.703
C5 -3.714 0.513 -4.745
C6 -2.563 -1.488 -5.526
C7 -4.892 0.269 -3.815
H11 -4.066 0.511 -5.794
H12 -3.252 1.485 -4.509
H13 -5.363 -0.702 -4.019
H14 -5.639 1.052 -3.974
H15 -4.571 0.300 -2.767
C8 -3.808 -2.350 -5.646
H16 -1.707 -2.092 -5.196
H17 -2.328 -1.045 -6.509
H18 -4.136 -2.727 -4.671
H19 -3.577 -3.205 -6.287
H20 -4.635 -1.803 -6.114
H21 -0.858 0.758 -3.675
Pd1 1.137 0.755 1.662
C9 -0.313 1.721 -3.624
Si1 0.682 2.103 -5.179
H22 -1.057 2.513 -3.454
H23 0.343 1.678 -2.741
C10 1.528 0.526 -5.763
C11 1.969 3.423 -4.817
C12 -0.414 2.762 -6.562
C13 2.478 -0.137 0.348
Si2 3.712 0.956 1.241
H24 2.083 0.179 -0.633
H25 2.454 -1.236 0.455
C14 4.191 2.267 -0.022
C15 5.091 -0.181 1.865
C16 3.395 1.975 2.815
H26 0.192 2.994 -7.449
H27 -0.924 3.686 -6.257
H28 -1.179 2.030 -6.854
H29 2.327 0.235 -5.069
H30 1.972 0.666 -6.758
H31 0.811 -0.303 -5.824
H32 2.500 3.218 -3.878
H33 1.495 4.409 -4.731
H34 2.710 3.477 -5.625
H35 5.313 -0.972 1.136
H36 4.799 -0.658 2.813
H37 6.012 0.393 2.044
H38 3.242 1.379 3.720
H39 2.580 2.706 2.734
H40 4.338 2.528 2.917
H41 5.069 2.834 0.314
H42 3.365 2.977 -0.169
H43 4.420 1.804 -0.989
Se1 -0.087 -1.159 2.650
P1 -0.232 0.213 4.377
Se2 -0.138 2.111 3.239
C17 -1.766 0.019 5.341
C18 -3.010 0.029 4.680
C19 -4.193 0.047 5.423
C20 -4.144 0.056 6.823
C21 -2.912 0.013 7.481
C22 -1.719 -0.012 6.749
C23 1.183 0.168 5.509
C24 1.422 1.303 6.305
C25 2.563 1.360 7.108
C26 3.475 0.299 7.103
C27 3.242 -0.825 6.304
C28 2.098 -0.894 5.497
H44 -3.030 0.018 3.586
H45 -5.159 0.047 4.921
H46 -5.066 0.094 7.402
H47 -2.874 -0.010 8.570
H48 -0.754 -0.068 7.257
H49 0.717 2.141 6.284
H50 2.730 2.233 7.747
H51 4.366 0.349 7.735
H52 3.951 -1.654 6.317
H53 1.900 -1.763 4.866

Population analysis type Löwdin, resulting atomic charges in e: -0.236, -0.207, -0.278, -0.086, 0.093, 0.114, 0.060, 0.080, 0.070, -0.316, -0.075, 0.083, 0.108, 0.072, 0.077, 0.070, -0.268, -0.270, -0.078, 0.120, 0.108, 0.064, 0.075, 0.080, -0.089, 0.118, 0.116, 0.077, 0.075, 0.073, 0.018, 0.181, -0.176, 0.448, 0.029, 0.022, -0.188, -0.192, -0.192, -0.268, 0.361, 0.009, 0.003, -0.190, -0.185, -0.240, 0.030, 0.029, 0.021, 0.029, 0.028, 0.020, 0.022, 0.030, 0.030, 0.026, 0.027, 0.032, 0.014, -0.028, 0.038, 0.032, 0.035, 0.027, 0.398, 0.246, 0.302, -0.382, -0.095, -0.075, -0.080, -0.079, -0.079, -0.434, -0.120, -0.075, -0.079, -0.077, -0.098, 0.100, 0.106, 0.104, 0.104, 0.100, 0.103, 0.109, 0.106, 0.106, 0.080



No. 3
Entry from the OMol25 dataset: a structure of composition C28H54BBeBrClF6IN5O16P3S in a non-equilibrium geometry (wB97M-V/def2-TZVPD).

Properties
Frontier orbital gap in eV: 0.93
Total energy in eV: -216856.423
E_HOMO in eV: -6.58

Element x y z (Å)
C1 -2.100 9.064 -4.953
O1 -2.785 8.659 -3.740
C2 -2.336 7.327 -3.367
C3 -3.406 6.690 -2.324
C4 -3.081 7.050 -0.798
C5 -4.054 6.149 0.154
C6 -3.238 4.749 0.354
C7 -4.193 3.460 0.434
C8 -3.692 2.397 1.577
C9 -4.268 0.968 1.200
C10 -3.323 -0.269 0.911
C11 -1.722 -0.089 1.087
N1 -1.143 0.927 0.180
C12 0.087 1.600 0.497
O2 1.262 1.227 0.464
F1 -0.031 2.926 1.091
C13 -1.800 1.503 -0.919
O3 -1.339 2.587 -1.403
F2 -2.871 1.034 -1.751
C14 -1.328 0.277 2.629
P1 -2.541 0.099 4.046
O4 -1.686 -0.687 5.355
O5 -3.996 -0.701 3.956
S1 -2.985 1.826 4.916
N2 -0.027 -0.280 3.096
C15 0.978 0.692 3.563
C16 0.434 -1.498 2.506
N3 0.827 -2.471 3.349
C17 0.883 -2.372 4.834
N4 1.857 -3.423 5.344
N5 0.434 -1.599 1.052
C18 1.222 -2.712 0.510
C19 2.785 -2.426 0.925
C20 3.678 -3.199 -0.162
F3 3.988 -2.333 -1.285
C21 -0.985 -1.474 0.555
C22 -1.170 -1.758 -1.013
P2 0.015 -1.070 -2.279
O6 1.379 -0.582 -1.805
O7 -0.689 0.032 -3.412
O8 0.435 -2.380 -3.354
P3 -1.749 -3.096 1.330
O9 -2.377 -2.843 2.883
I1 -3.771 -3.778 0.010
H1 -2.804 8.832 -5.846
H2 -1.870 10.182 -4.876
H3 -1.118 8.456 -5.070
H4 -1.266 7.343 -2.953
H5 -2.355 6.693 -4.348
H6 -3.352 5.553 -2.496
H7 -4.441 7.129 -2.577
H8 -1.982 6.722 -0.617
H9 -3.121 8.161 -0.540
H10 -5.088 5.994 -0.307
H11 -4.059 6.652 1.179
H12 -2.549 4.665 -0.554
H13 -2.582 4.753 1.296
H14 -4.246 2.968 -0.608
H15 -5.267 3.835 0.650
H16 -2.563 2.535 1.608
H17 -4.234 2.765 2.529
H18 -5.021 0.673 2.033
H19 -4.962 1.123 0.281
H20 -3.730 -1.159 1.535
H21 -3.603 -0.645 -0.151
H22 -1.153 1.427 2.744
H23 -2.305 -0.814 6.108
H24 -4.047 -1.424 4.633
H25 2.035 0.252 3.410
H26 0.961 1.732 3.100
H27 0.843 0.839 4.705
H28 1.136 -3.398 2.991
H29 -0.140 -2.706 5.239
H30 1.251 -1.381 5.249
H31 1.829 -3.273 6.376
H32 2.804 -3.062 5.088
H33 1.008 -3.761 0.966
H34 1.277 -2.880 -0.605
H35 2.937 -1.294 0.726
H36 3.010 -2.707 2.007
H37 4.634 -3.652 0.270
H38 3.040 -4.080 -0.604
H39 -1.065 -2.913 -1.127
H40 -2.222 -1.557 -1.428
H41 0.095 0.583 -3.678
H42 0.535 -3.147 -2.729
H43 -1.885 -3.446 3.491
F4 -6.781 3.874 -0.691
O10 -1.797 4.835 -5.719
H44 -1.374 4.241 -5.054
H45 -2.557 4.394 -6.164
H46 -1.140 5.169 -6.373
Cl1 2.521 -4.548 -2.386
O11 5.745 -7.186 0.228
C23 5.212 -7.723 -0.709
O12 4.115 -8.501 -0.518
C24 3.297 -9.008 -1.568
C25 3.856 -10.323 -2.112
C26 5.798 -7.628 -2.084
H47 3.153 -8.262 -2.360
H48 2.274 -9.180 -1.110
H49 4.846 -10.182 -2.551
H50 3.194 -10.737 -2.876
H51 3.968 -11.054 -1.316
H52 6.549 -8.411 -2.210
H53 6.277 -6.653 -2.189
H54 5.058 -7.690 -2.882
Be1 -1.875 10.716 -6.706
Br1 1.924 -10.463 -0.398
B1 5.939 1.243 -0.678
O13 5.226 0.247 0.144
C27 5.250 0.678 1.399
O14 4.749 0.089 2.333
C28 5.965 1.956 1.467
O15 6.161 2.611 2.465
O16 6.377 2.300 0.250
F5 5.056 1.789 -1.667
F6 7.074 0.640 -1.310

Atomic partial charges in e from the Löwdin method, atoms 1 to 99: -0.269, -0.225, -0.232, -0.161, -0.217, -0.167, -0.206, -0.211, -0.213, -0.178, -0.174, -0.234, 0.102, -0.314, 0.187, 0.036, -0.329, 0.068, 0.059, -0.246, 0.431, -0.308, -0.269, 0.317, -0.120, -0.034, -0.208, 0.141, -0.210, -0.006, -0.015, -0.212, -0.105, -0.241, -0.117, -0.442, -0.258, 0.662, -0.280, -0.202, -0.233, 0.648, -0.410, 0.517, 0.035, -0.046, 0.091, 0.136, 0.084, 0.113, 0.134, 0.109, 0.111, 0.109, 0.105, 0.069, 0.112, 0.095, 0.092, 0.073, 0.089, 0.119, 0.132, 0.063, 0.086, 0.115, 0.067, 0.093, 0.124, 0.111, 0.111, 0.153, 0.127, 0.133, 0.088, 0.088, 0.117, 0.065, 0.127, 0.104, 0.129, -0.080, 0.070, 0.077, 0.087, -0.046, 0.057, -0.708, 0.332, 0.214, 0.213, 0.208, -0.016, 0.145, -0.494, -0.009, -0.372, -0.179, 0.023